1.
Below is C5H6O2 in the gas phase at a distorted geometry, with properties calculated with wB97M-V/def2-TZVPD.

Each line ends with the natural charge from an NBO analysis.
Element x y z (Å)
C (1.030980, 0.520131, 0.835095)  -0.616
C (0.077965, -0.023777, -0.225234)  0.001
O (-1.252959, -0.288278, 0.379203)  -0.487
C (-1.297181, -1.538850, 0.886806)  0.596
O (-0.360378, -2.302685, 0.847036)  -0.608
C (-0.076706, 0.890390, -1.359747)  -0.042
C (-0.133627, 1.633992, -2.305168)  -0.196
H (0.662455, 1.470703, 1.228351)  0.220
H (2.022801, 0.687043, 0.399645)  0.227
H (1.129806, -0.201738, 1.649557)  0.229
H (0.447350, -0.987370, -0.586653)  0.250
H (-2.039238, -2.154606, 1.392967)  0.187
H (-0.211269, 2.295044, -3.141857)  0.240

Forces on the atoms, in the same order (eV/Å):
-0.04 0.01 0.06
-0.03 0.01 0.03
-0.22 -0.75 0.31
1.66 -1.49 -0.05
1.28 0.14 -0.46
-0.26 0.33 -0.33
-0.04 -0.32 0.45
0.02 -0.11 -0.04
-0.24 -0.05 0.01
-0.03 0.09 -0.12
-0.04 0.25 0.00
-2.10 2.03 -0.02
0.05 -0.15 0.18

Values from the calculation:
SMILES = C#C[C@@H](C)OC=O
energy relative to the best compared isomer or geometry (same formula, charge and spin) = 254.3 kJ/mol
Kohn-Sham gap = 11.17 eV
electronic energy = -9374.46043 eV

2.
Below is 9 unconnected molecules or ions with the total composition C13H40O9 at a distorted geometry, with properties calculated with wB97M-V/def2-TZVPD.

Each line ends with the natural charge from an NBO analysis.
Element x y z (Å)
C (4.840409, -0.576641, -4.737613)  -0.727
C (4.431933, -1.168821, -3.380019)  0.611
O (4.313258, -0.435009, -2.468490)  -0.552
C (4.234053, -2.665213, -3.156923)  -0.722
H (5.884423, -0.347174, -4.648206)  0.233
H (4.288838, 0.311965, -5.011030)  0.257
H (4.775186, -1.289894, -5.561716)  0.208
H (3.806512, -2.786737, -2.184830)  0.234
H (5.130573, -3.257726, -3.274338)  0.231
H (3.428318, -3.050223, -3.808380)  0.227
C (-2.457952, -0.866345, -3.448846)  -0.723
C (-1.691776, -1.896798, -2.653825)  0.619
O (-0.595555, -1.566781, -2.164309)  -0.576
C (-2.263379, -3.305870, -2.568615)  -0.724
H (-2.297550, -1.020860, -4.489564)  0.229
H (-2.030019, 0.114519, -3.197932)  0.233
H (-3.503004, -0.778880, -3.206695)  0.234
H (-1.532666, -3.925399, -3.102727)  0.243
H (-3.277284, -3.377498, -3.058239)  0.220
H (-2.318625, -3.571618, -1.520126)  0.244
C (1.425255, 3.873873, 3.423375)  -0.249
O (0.768330, 3.824083, 4.698062)  -0.745
H (1.662386, 4.936121, 3.141359)  0.180
H (2.329559, 3.234766, 3.415861)  0.168
H (0.721187, 3.432864, 2.688216)  0.158
H (0.000236, 3.274075, 4.632365)  0.479
C (0.960529, 1.224450, -4.156610)  -0.246
O (2.264192, 1.775894, -4.119651)  -0.748
H (0.922615, 0.466243, -4.936193)  0.165
H (0.572834, 0.838526, -3.242069)  0.183
H (0.253072, 2.025984, -4.467967)  0.160
H (2.709668, 1.744307, -3.259335)  0.486
C (-3.286836, -1.458243, 0.787864)  -0.268
O (-2.997560, -0.352727, -0.135812)  -0.758
H (-3.990523, -1.206929, 1.597244)  0.166
H (-3.755146, -2.283616, 0.251991)  0.168
H (-2.360893, -1.916690, 1.100744)  0.188
H (-2.292168, 0.186694, 0.323860)  0.493
C (-2.753435, -0.881904, 4.924391)  -0.250
O (-1.381878, -0.703070, 4.727270)  -0.761
H (-2.989989, -1.909943, 4.484054)  0.184
H (-2.957661, -0.797515, 6.009720)  0.174
H (-3.402296, -0.159009, 4.368331)  0.169
H (-1.235595, 0.287539, 4.674999)  0.509
C (-2.295227, 3.064790, 3.581518)  -0.256
O (-1.324357, 1.985154, 3.650910)  -0.796
H (-2.204551, 3.439248, 2.560109)  0.191
H (-3.284535, 2.654663, 3.687181)  0.178
H (-2.117581, 3.799096, 4.381474)  0.187
H (-0.883769, 1.889475, 2.819180)  0.508
C (1.426252, -1.058205, 2.403123)  -0.271
O (-0.033435, -1.143993, 2.447706)  -0.783
H (1.739281, -1.676939, 1.553288)  0.198
H (1.783807, 0.005287, 2.286913)  0.167
H (1.965770, -1.412170, 3.285626)  0.186
H (-0.470931, -0.955616, 3.305388)  0.514
C (0.330349, 1.038622, -0.186068)  -0.257
O (-0.460192, 1.023420, 0.978316)  -0.810
H (1.260450, 0.522879, 0.037116)  0.171
H (-0.134054, 0.570254, -1.071255)  0.191
H (0.583374, 2.046722, -0.501832)  0.170
H (-0.232224, 0.212542, 1.491662)  0.508

Forces on the atoms, in the same order (eV/Å):
-0.26 -1.38 -0.17
0.40 -1.35 -2.33
-0.48 2.00 2.47
-1.06 0.28 -0.91
0.65 0.37 0.09
-0.21 0.23 0.34
-0.16 -0.10 0.09
0.18 -0.02 0.87
0.23 -0.06 -0.16
0.60 0.13 -0.24
0.71 1.06 1.24
1.63 1.16 0.61
-2.25 -1.30 -0.87
-0.31 0.69 -0.74
-0.10 -0.33 -0.99
0.02 -0.28 -0.13
-0.50 -0.47 -0.01
-0.30 -0.22 0.27
1.14 0.05 0.56
0.03 -0.31 0.11
-0.75 -0.22 -0.12
1.23 0.94 -0.01
-0.17 -1.07 0.34
-0.25 0.51 0.09
0.56 0.45 -0.07
-0.49 -0.69 -0.27
-0.38 1.19 -0.98
0.53 0.14 0.19
0.02 -0.25 0.08
0.11 -0.50 0.83
0.36 -0.36 0.12
-0.57 -0.33 -0.25
-0.02 0.33 -1.18
0.39 -0.40 1.75
0.56 0.25 -0.08
-0.32 0.30 -0.50
0.38 0.24 0.75
-0.86 -0.66 -0.74
-1.31 -1.21 -0.51
1.00 2.17 -0.32
0.04 1.26 1.01
-0.31 -0.35 -0.56
0.65 -0.33 0.37
-0.11 -1.24 0.04
0.81 -0.71 -0.62
-0.67 0.37 1.77
-0.21 0.69 0.34
-0.43 -0.20 0.16
0.09 -0.12 -0.52
0.33 -0.12 -1.23
-0.31 0.64 0.17
1.30 0.03 -0.45
-0.08 0.37 0.15
-0.50 -0.90 -0.18
-0.56 -0.27 0.16
0.44 -0.22 0.19
0.53 -0.21 -0.80
-0.64 0.26 0.38
0.25 -0.09 -0.34
-0.09 -0.16 0.59
-0.08 0.36 0.34
-0.44 -0.01 -0.17

Values from the calculation:
SMILES = CC(C)=O.CC(C)=O.CO.CO.CO.CO.CO.CO.CO
energy relative to the best compared isomer or geometry (same formula, charge and spin) = 289.8 kJ/mol
Kohn-Sham gap = 10.20 eV
electronic energy = -32553.77597 eV

3.
Below is C2H3FNOP in the gas phase at a distorted geometry, with properties calculated with wB97M-V/def2-TZVPD.

Each line ends with the natural charge from an NBO analysis.
Element x y z (Å)
C (0.655134, -0.998468, 0.145506)  0.149
C (0.362150, 0.569784, -0.036976)  -0.161
N (1.827047, -1.300990, 0.496817)  -0.731
O (1.702162, 1.164693, 0.423388)  -0.822
F (3.222246, -0.012000, -1.113312)  -0.602
P (2.873927, 0.081132, 0.525616)  1.541
H (-0.221937, -1.621188, 0.116004)  0.189
H (0.167997, 0.871853, -1.131624)  0.223
H (-0.507546, 0.873450, 0.588835)  0.215

Forces on the atoms, in the same order (eV/Å):
0.04 3.11 0.40
1.75 -0.82 -0.68
-0.38 -0.82 -0.11
-2.98 0.02 -0.34
0.07 -0.05 1.39
0.03 -0.32 -1.95
0.02 -0.76 -0.24
0.43 -0.49 1.70
1.02 0.13 -0.17

Values from the calculation:
SMILES = FP1N=CCO1
energy relative to the best compared isomer or geometry (same formula, charge and spin) = 2.2 kJ/mol
Kohn-Sham gap = 10.76 eV
electronic energy = -17667.05824 eV

4.
Below is CH3ClN2O2 in the gas phase at a distorted geometry, with properties calculated with wB97M-V/def2-TZVPD.

Each line ends with the natural charge from an NBO analysis.
Element x y z (Å)
C (1.313005, -0.213346, 0.257214)  -0.471
N (0.231442, 0.326363, -0.462307)  -0.207
N (-0.793604, -0.101921, -0.010334)  0.555
O (-1.027841, -0.795581, 0.961161)  -0.409
O (-2.051592, 0.343649, -0.556224)  -0.407
Cl (-2.309220, 1.633809, -1.599561)  0.277
H (1.323322, 0.194117, 1.272931)  0.222
H (1.037807, -1.265274, 0.418115)  0.221
H (2.276680, -0.121816, -0.280994)  0.221

Forces on the atoms, in the same order (eV/Å):
1.48 -1.36 0.56
0.75 1.41 -2.06
-2.08 0.80 1.18
-0.25 -0.31 -0.35
-1.28 -0.79 0.29
1.06 -0.11 0.07
0.31 0.24 -0.09
0.76 -0.08 0.00
-0.75 0.22 0.41

Values from the calculation:
SMILES = C/N=[N+](\[O-])OCl
energy relative to the best compared isomer or geometry (same formula, charge and spin) = 362.7 kJ/mol
Kohn-Sham gap = 10.22 eV
electronic energy = -20677.20582 eV